ORCA calculation (ωB97M-V/def2-TZVPD) on C28H88N2O25Rb as an isolated structure at a distorted geometry.

```
144
Properties=species:S:1:pos:R:3:forces:R:3
Rb -1.172 1.048 1.129 0.0 0.1 -0.2
C -1.877 -1.420 -3.576 0.3 -1.0 0.8
O -0.597 -1.948 -3.155 -0.5 0.0 -0.1
C -0.117 -3.107 -3.880 -0.1 1.0 -1.4
C 0.351 -2.632 -5.294 -0.2 0.0 2.1
N 1.608 -1.900 -5.109 -0.9 -0.3 0.7
C 2.032 -1.229 -6.289 1.7 1.3 -0.1
C 3.548 -0.683 -6.189 -2.2 -1.3 -0.8
O 3.718 0.399 -5.340 -1.3 0.1 0.6
C 5.030 0.740 -5.075 1.3 -0.1 0.2
H -2.230 -0.754 -2.788 0.4 0.3 -0.2
H -2.598 -2.238 -3.563 -0.1 -0.2 -0.3
H -1.904 -0.942 -4.555 0.3 0.1 0.1
H -0.901 -3.847 -4.042 -0.1 0.0 0.5
H 0.689 -3.535 -3.284 -0.2 0.0 -0.1
H -0.483 -1.995 -5.589 0.4 0.4 -0.5
H 0.367 -3.450 -6.014 0.3 -0.3 -0.1
H 2.295 -2.563 -4.779 0.2 -0.1 -0.1
H 1.346 -0.398 -6.457 0.0 0.1 -0.3
H 1.973 -1.931 -7.121 0.3 0.2 -0.6
H 3.852 -0.400 -7.197 0.2 -0.2 -0.2
H 4.057 -1.593 -5.872 0.8 0.1 0.2
H 5.634 0.928 -5.962 -0.2 0.4 -0.4
H 5.594 -0.060 -4.598 -0.2 -0.4 0.4
H 5.061 1.604 -4.410 -0.2 0.0 -0.2
C 0.882 -4.455 4.190 -0.5 -0.3 -1.0
O 1.652 -3.326 4.436 0.3 1.6 0.3
C 1.042 -2.088 4.015 0.5 -0.6 -0.3
C 1.930 -0.881 4.174 1.0 0.4 -0.3
N 3.004 -0.599 3.127 -1.5 -0.4 0.7
C 3.958 -1.691 3.105 1.1 -0.1 -0.2
C 5.169 -1.447 2.136 -2.1 0.1 1.9
O 5.807 -0.217 2.537 0.6 -1.5 -1.8
C 6.725 0.121 1.476 0.2 1.4 0.7
H 0.732 -4.569 3.116 0.0 -0.1 -0.4
H -0.137 -4.386 4.570 0.0 -0.1 0.6
H 1.410 -5.346 4.530 -0.1 0.2 0.3
H 0.164 -1.842 4.612 -0.3 -0.5 0.1
H 0.746 -2.144 2.967 -0.2 -0.3 -0.3
H 2.374 -0.906 5.169 0.2 -0.1 0.2
H 1.216 -0.057 4.175 0.2 0.3 -0.1
H 3.570 0.138 3.524 -0.2 0.7 0.0
H 3.469 -2.652 2.944 0.0 0.1 -0.5
H 4.347 -1.776 4.120 0.5 -0.2 0.2
H 4.794 -1.388 1.115 0.1 0.1 -0.2
H 5.751 -2.359 2.271 0.8 0.3 -0.2
H 7.462 -0.630 1.190 -0.3 -0.5 0.2
H 7.302 0.985 1.804 0.0 0.0 0.3
H 6.208 0.489 0.590 -0.3 -0.4 -0.2
O -3.617 5.023 0.645 -0.5 -0.6 -1.8
H -2.662 5.083 0.635 0.5 0.1 0.3
H -3.853 5.112 1.568 -0.1 0.3 0.4
O -1.096 5.432 1.377 -0.3 0.6 -0.1
H -0.509 5.880 0.769 0.2 0.2 -0.2
H -0.519 4.887 1.912 0.5 -0.7 0.1
O -2.274 -0.419 3.476 0.5 1.1 0.2
H -2.679 -0.376 4.343 0.0 0.0 0.2
H -2.622 -1.222 3.088 -0.2 -0.6 -0.1
O 0.769 -0.658 -1.018 0.2 0.2 0.8
H 1.400 -0.194 -1.568 0.4 0.0 0.0
H 0.244 -1.170 -1.634 -0.6 -0.5 -0.9
O -3.005 -2.794 2.734 -0.4 -0.3 0.1
H -3.804 -3.320 2.760 -0.4 -0.1 0.2
H -2.364 -3.351 2.293 0.8 -0.5 -0.6
C 0.501 3.346 3.803 0.5 -0.5 -1.1
C 1.512 4.282 4.371 0.7 0.7 -0.9
O 2.821 3.832 3.935 -0.8 0.1 0.6
O 0.518 3.416 2.337 -1.1 0.4 1.7
H -0.499 3.559 4.183 0.0 0.0 -0.3
H 0.812 2.334 4.063 -0.3 -0.2 0.3
H 1.403 4.418 5.447 0.3 -0.3 0.1
H 1.355 5.254 3.903 -0.2 0.2 0.2
H 3.256 4.601 3.560 0.2 -0.1 0.0
H 1.406 3.158 2.082 0.5 -0.4 -0.4
C 2.228 -3.691 -0.052 0.7 -0.5 0.0
C 2.276 -5.172 0.390 -0.7 1.0 -0.4
O 1.338 -5.939 -0.387 0.8 0.2 0.6
O 1.059 -3.026 0.316 -1.0 -0.9 1.3
H 2.300 -3.511 -1.125 0.7 -0.7 -0.2
H 3.084 -3.255 0.464 0.3 0.3 -0.1
H 2.062 -5.198 1.459 -0.5 0.0 0.1
H 3.298 -5.548 0.351 0.1 -0.1 -0.7
H 1.376 -6.860 -0.119 0.0 -0.1 0.0
H 1.075 -2.129 -0.026 0.1 0.6 -0.3
C 3.332 2.116 -0.877 1.5 -1.3 1.9
C 3.392 1.571 0.581 -1.1 -2.5 -0.7
O 2.090 1.478 1.209 -0.3 2.0 -0.8
O 2.947 3.412 -0.841 -1.1 2.3 -0.3
H 2.757 1.546 -1.607 -0.4 -0.6 0.3
H 4.361 2.126 -1.239 0.4 -0.7 0.0
H 4.177 1.979 1.218 -0.3 0.7 -0.1
H 3.615 0.505 0.527 0.8 -0.1 -0.5
H 2.078 0.828 1.916 0.9 -0.7 0.2
H 3.086 3.715 -1.742 -0.3 0.7 -0.1
C -5.260 -0.558 0.397 -0.1 1.5 -0.6
C -4.117 -1.303 -0.297 -1.0 0.8 0.7
O -2.971 -1.213 0.538 -0.2 -0.5 -0.7
O -5.906 -1.225 1.452 0.2 -1.5 0.5
H -5.991 -0.245 -0.349 -0.1 0.1 -0.2
H -4.830 0.335 0.850 0.2 0.3 -0.5
H -3.889 -0.826 -1.250 -0.2 0.0 0.0
H -4.458 -2.328 -0.438 0.3 -0.2 -0.3
H -3.237 -1.860 1.196 0.8 -0.1 0.9
H -6.798 -0.895 1.584 0.1 0.1 -0.2
C -2.285 -4.097 -0.713 1.6 -2.0 0.7
C -1.960 -5.283 -1.720 -0.3 0.5 0.8
O -0.609 -5.495 -2.116 -1.1 1.0 -0.6
O -1.482 -4.238 0.495 -0.8 0.2 -0.3
H -3.273 -4.234 -0.276 -0.3 0.1 -0.8
H -2.141 -3.122 -1.179 0.0 0.0 0.1
H -2.578 -5.046 -2.587 0.3 -0.2 -0.4
H -2.311 -6.241 -1.337 -0.4 0.1 0.4
H -0.022 -5.602 -1.364 0.1 -0.1 0.5
H -0.574 -3.992 0.300 0.6 0.3 0.0
C -5.116 3.770 -2.266 1.4 -0.3 -0.1
C -4.224 2.547 -2.047 -1.3 -0.2 1.3
O -4.235 2.295 -0.639 0.3 -1.4 0.4
O -4.294 4.924 -2.265 -0.6 0.4 -1.0
H -5.864 3.761 -1.473 0.1 0.1 0.2
H -5.696 3.633 -3.178 0.4 0.7 -0.4
H -3.179 2.557 -2.360 -0.2 0.5 -0.6
H -4.746 1.701 -2.495 0.2 -0.4 0.0
H -3.989 3.061 -0.115 0.1 0.8 0.0
H -3.988 5.154 -1.384 -0.4 -0.2 0.6
C -3.622 3.043 3.872 -1.3 -0.7 -1.2
C -4.794 4.034 3.620 1.4 -1.2 1.7
O -4.258 5.246 3.091 -1.3 -0.4 1.2
O -3.439 2.313 2.675 0.8 -0.3 -0.8
H -3.895 2.293 4.616 0.0 0.3 0.6
H -2.658 3.493 4.108 -0.3 0.4 0.2
H -5.257 4.081 4.606 -0.2 1.2 0.2
H -5.570 3.545 3.031 0.4 0.4 -0.7
H -3.917 5.687 3.873 0.2 0.5 -0.2
H -4.081 1.600 2.688 0.1 -0.2 -0.2
C -0.376 3.523 -3.392 -0.5 0.9 -0.2
C -0.422 3.243 -1.936 -0.3 1.1 0.8
O -0.403 1.877 -1.633 -0.2 -0.6 0.3
O 0.881 3.151 -3.901 0.4 -0.6 -0.4
H -0.442 4.593 -3.588 -0.1 0.1 0.3
H -1.262 3.095 -3.861 0.3 -0.5 -0.5
H -1.338 3.630 -1.490 -0.2 0.0 -0.1
H 0.380 3.805 -1.456 0.4 -0.3 0.2
H 0.357 1.445 -2.030 0.1 0.2 0.0
H 0.862 2.245 -4.218 0.0 -0.1 -0.2
```
Positions in Å, forces in eV/Å.

Computed properties:
calculated total energy	-85276.0857	eV
spin multiplicity	1
maximum force	0.0552	Eh/bohr
charge	+1